Record 1
Entry from the OMol25 dataset: a molecular structure, C46H44AsClN3O2PdS at a distorted geometry (the ωB97M-V functional and the def2-TZVPD basis).

Cartesian coordinates (Å):
Pd -0.158738 0.180327 0.126209
O -2.442649 -1.468290 2.977220
S -2.503396 -0.589659 1.832214
O -1.891754 0.714792 1.985252
N -1.913236 -1.178681 0.482498
C -2.166266 -2.271597 -0.236963
C -3.192260 -3.189726 -0.023343
C -3.394348 -4.249391 -0.902923
C -2.606155 -4.437059 -2.014070
C -1.539942 -3.556855 -2.266721
C -0.665757 -3.688443 -3.367650
C 0.357184 -2.796224 -3.539599
C 0.516998 -1.773745 -2.593448
N -0.285158 -1.618752 -1.567529
C -1.303555 -2.474135 -1.378428
C -4.254009 -0.261221 1.544916
C -4.628529 0.636888 0.566220
C -5.967820 0.943435 0.396669
C -6.925215 0.348539 1.203480
C -6.543691 -0.567853 2.171176
C -5.203000 -0.870698 2.341339
H -3.832668 -3.061558 0.838548
H -4.202438 -4.940345 -0.705271
H -2.777832 -5.256146 -2.699385
H -0.818132 -4.509632 -4.055041
H 1.044961 -2.868414 -4.370164
H 1.327791 -1.061559 -2.679837
H -3.865407 1.102775 -0.034087
H -6.266872 1.660262 -0.354196
H -7.971147 0.606938 1.086618
H -7.287637 -1.031901 2.803173
H -4.866237 -1.557797 3.101206
Cl 3.602041 2.063524 -4.618496
C 2.194238 1.977567 -3.601400
C 1.068130 1.294129 -4.039645
C -0.038451 1.205968 -3.230349
C -0.056061 1.781089 -1.927086
C -1.194550 1.693888 -1.080719
C 1.107836 2.505870 -1.539895
C 2.211024 2.588769 -2.351949
H 1.063189 0.846504 -5.023481
H -0.914850 0.679968 -3.587130
H -2.102802 1.319863 -1.553631
H -1.341538 2.491597 -0.347541
H 1.115832 2.993170 -0.569768
H 3.092576 3.124453 -2.032283
C 0.408756 -8.432925 2.405404
C 0.750320 -7.058657 1.904066
C 1.675295 -6.861312 0.888618
C 2.011260 -5.587290 0.456611
C 2.937375 -5.447300 -0.718126
C 1.454224 -4.456000 1.076842
As 2.044424 -2.682885 0.318154
N 1.334982 -1.243475 1.185573
C 1.461340 -0.901027 2.473819
C 1.929771 -1.741787 3.508192
C 1.803697 -1.376927 4.828749
C 1.292122 -0.134777 5.179090
C 0.950997 0.763164 4.173110
C 1.039149 0.398607 2.853854
C 3.946240 -2.387760 0.992123
C 4.489555 -1.195594 0.482400
C 3.778239 -0.253505 -0.457203
C 5.774922 -0.800238 0.832757
C 6.566707 -1.547591 1.681690
C 7.938348 -1.088619 2.076441
C 6.037324 -2.731407 2.166595
C 4.756789 -3.162882 1.836601
C 4.340586 -4.487585 2.419270
C 0.419292 -4.656098 1.994858
C -0.424936 -3.545352 2.530158
C 0.106869 -5.945585 2.414431
H 1.022536 -9.189071 1.921270
H -0.639521 -8.657766 2.209878
H 0.561993 -8.500771 3.482478
H 2.146306 -7.723348 0.429529
H 3.371232 -6.408675 -0.986933
H 3.740493 -4.737448 -0.521842
H 2.374167 -5.064673 -1.572975
H 2.333988 -2.709342 3.249179
H 2.095033 -2.071864 5.607482
H 1.165368 0.138330 6.218209
H 0.614983 1.758118 4.430748
H 0.748685 1.094222 2.043913
H 2.738114 -0.525715 -0.644506
H 4.306298 -0.210298 -1.411581
H 3.786078 0.751256 -0.033138
H 6.156106 0.126457 0.424094
H 8.184083 -0.153272 1.582706
H 8.688793 -1.830008 1.808754
H 7.993235 -0.930369 3.152012
H 6.640226 -3.338199 2.831468
H 4.942927 -4.706433 3.301156
H 4.494163 -5.293807 1.699206
H 3.290768 -4.512269 2.700199
H -0.327406 -2.638079 1.941650
H -0.173974 -3.303934 3.562198
H -1.476176 -3.827794 2.513839
H -0.670471 -6.072290 3.157407

Cartesian forces (eV/Å) of the 3 atoms listed first:
Pd 0.8 0.0 -1.2
O -0.2 -0.1 -0.3
S -0.6 -0.3 0.0

For the total energy, the calculation gives -5316.0980 hartree. The calculation puts the energy above the lowest of the compared OMol25 structures with the same formula, charge and spin at 25.0 kcal/mol. Its HOMO energy (alpha / beta) is -3.9 / -3.9 eV. The net charge is -1.

***

Record 2
Entry from the OMol25 dataset: a molecular structure, C46H44Ge3NRe (the ωB97M-V functional and the def2-TZVPD basis).

Cartesian coordinates (Å):
Re 0.282475 -0.788856 0.825156
N 1.660994 -2.407738 1.159121
C 2.772033 -1.939365 0.294077
C 4.019434 -1.747163 0.874371
C 5.083938 -1.341737 0.089730
C 4.890515 -1.133654 -1.270690
C 3.638724 -1.317305 -1.833545
C 2.544511 -1.718082 -1.064656
C 1.207983 -1.833889 -1.703933
C 1.075063 -2.486041 -2.925332
C -0.145011 -2.504355 -3.587318
C -1.250846 -1.840115 -3.054812
C -1.146638 -1.207379 -1.833533
C 0.067763 -1.227893 -1.122641
H 2.003807 -2.487108 2.118241
H 1.330140 -3.341317 0.908669
H 4.168786 -1.945989 1.930074
H 6.060642 -1.210000 0.534481
H 5.719416 -0.827059 -1.894341
H 3.491869 -1.137405 -2.890933
H 1.931044 -2.992405 -3.354531
H -0.235365 -3.036614 -4.525043
H -2.193972 -1.846298 -3.585663
H -2.012553 -0.719144 -1.401753
C -2.330260 5.292570 -1.687100
Ge -2.440381 3.431481 -2.007003
C -3.575601 2.304719 -0.994403
C -1.427912 2.682315 -3.423211
Ge 0.054848 1.706387 0.894253
C 1.276621 2.808338 -0.034593
C 1.782295 2.354698 -1.266617
C 2.695662 3.121256 -1.970732
C 3.126977 4.333740 -1.442533
C 2.653183 4.783950 -0.213705
C 1.726065 4.033131 0.490379
C -1.081517 2.646476 2.061345
C -1.301599 4.030541 1.939059
C -2.040491 4.701963 2.896410
C -2.544313 4.009920 3.996311
C -2.347119 2.640389 4.123472
C -1.634910 1.957296 3.150937
H -2.740755 5.808922 -2.560583
H -1.280053 5.579258 -1.599288
H -2.885688 5.577307 -0.797323
H -4.130825 1.649991 -1.670149
H -4.263760 2.889712 -0.389213
H -2.972808 1.674271 -0.332321
H -2.073403 2.654351 -4.308333
H -1.126700 1.661300 -3.187162
H -0.561267 3.302550 -3.644140
H 1.462034 1.397414 -1.668732
H 3.082927 2.776336 -2.920546
H 3.851485 4.926986 -1.985395
H 3.012086 5.719640 0.193858
H 1.385843 4.379901 1.456854
H -0.892486 4.581611 1.100798
H -2.212716 5.766303 2.803817
H -3.089103 4.547384 4.762015
H -2.747159 2.106715 4.976584
H -1.498739 0.887365 3.257987
C -1.401950 -0.897999 1.100210
Ge -3.176622 -1.648335 1.727466
C -3.198283 -3.414875 0.945818
C -2.107122 -3.998604 0.298876
C -2.198046 -5.272779 -0.245877
C -3.383643 -5.986130 -0.144608
C -4.472746 -5.426515 0.508200
C -4.380784 -4.154294 1.055602
C -2.919488 -1.694260 3.639922
C -4.058996 -1.867810 4.428931
C -3.948304 -1.977388 5.809564
C -2.702608 -1.911344 6.417095
C -1.562066 -1.728271 5.646081
C -1.673999 -1.630005 4.266651
C -4.669777 -0.566656 1.206600
C -4.869625 0.686043 1.793564
C -5.992198 1.439399 1.480767
C -6.925869 0.947921 0.574773
C -6.738970 -0.295532 -0.012524
C -5.614403 -1.052724 0.299456
H -1.172471 -3.455205 0.202964
H -1.347339 -5.712859 -0.750818
H -3.455417 -6.981746 -0.561511
H -5.395425 -5.984534 0.597078
H -5.236529 -3.752152 1.587170
H -5.042470 -1.916100 3.973230
H -4.836848 -2.115777 6.411265
H -2.617444 -2.014887 7.490426
H -0.593241 -1.666487 6.124591
H -0.768320 -1.506053 3.675051
H -4.168435 1.062625 2.524988
H -6.158010 2.395146 1.963588
H -7.807687 1.529321 0.337688
H -7.479155 -0.687225 -0.698191
H -5.481309 -2.021507 -0.165566

Cartesian forces (eV/Å) of the 3 atoms listed first:
Re -0.4 0.1 -0.5
N 0.3 -0.1 0.0
C -0.1 -0.2 0.4

For the total energy, the calculation gives -8142.0403 hartree. The expectation value of S² is 0.780. As for the multiplicity: 2. The calculation puts the energy above the lowest of the compared OMol25 structures with the same formula, charge and spin at 7.1 kcal/mol. Its HOMO energy (alpha / beta) is -15.5 / -15.5 eV. The net charge is +3.

***

Record 3
Entry from the OMol25 dataset: 6 unconnected molecules or ions with the total composition C46H45BNO12 at a distorted geometry (the ωB97M-V functional and the def2-TZVPD basis).

Cartesian coordinates (Å):
C 2.472008 1.375393 0.351824
C 2.376104 2.084690 -1.102411
C 1.745842 1.156392 -2.247026
C 1.800067 2.038608 -3.620859
B 0.165718 0.754639 -2.027972
O -0.055754 -0.685369 -2.273250
C -1.190192 -1.184990 -1.501771
C -0.901098 -2.514860 -0.642340
C -1.342607 -2.443149 0.888173
N -2.621175 -2.303601 1.198872
C -1.703600 0.162724 -0.762161
C -2.879774 0.762234 -1.679912
C -4.323365 0.817952 -0.915856
C -4.546784 2.352920 -0.445608
C -4.489801 2.733037 1.063957
C -4.687483 4.216853 1.457438
C -4.935744 5.251449 0.324097
C -5.016333 4.905753 -1.184395
C -4.813278 3.411885 -1.572434
O -0.480478 0.968142 -0.721039
H 3.587697 1.251605 0.637348
H 1.924621 0.377700 0.398246
H 2.061234 2.131330 1.125871
H 1.899430 3.134273 -1.034129
H 3.475855 2.286108 -1.417222
H 2.340020 0.180668 -2.339044
H 1.349278 3.073899 -3.381632
H 2.915540 2.228698 -3.834202
H 1.257461 1.504606 -4.474781
H -0.420313 1.530953 -2.753071
H -1.868142 -1.582949 -2.352370
H -1.402770 -3.421438 -1.150015
H 0.237720 -2.698192 -0.673193
H -0.545109 -2.492604 1.725069
H -2.710331 -2.247941 2.235194
H -1.989690 0.143346 0.339953
H -3.060850 0.191359 -2.655026
H -2.616244 1.842582 -1.990991
H -4.382170 0.086080 -0.042289
H -5.177911 0.545666 -1.646075
H -4.281539 1.880477 1.789705
H -4.655293 4.489873 2.573117
H -5.068309 6.350120 0.633360
H -5.188049 5.670565 -2.006169
H -4.859821 3.027740 -2.655840
C 2.415372 -5.148240 1.954720
C 2.235538 -6.441326 2.229406
C 1.504878 -6.873787 3.438818
O 1.341781 -8.053670 3.691919
C 0.979525 -5.818510 4.331856
C 1.159181 -4.525903 4.057484
C 1.890473 -4.093161 2.847013
O 2.053407 -2.913698 2.595012
H 2.948653 -4.813918 1.073884
H 2.613022 -7.226188 1.586172
H 0.446125 -6.153271 5.212958
H 0.781637 -3.740526 4.701036
C -1.095515 7.944093 -3.781076
C -1.914106 8.991447 -3.888882
C -2.983067 9.234848 -2.897044
O -3.732188 10.190627 -2.996513
C -3.108539 8.274108 -1.781044
C -2.290248 7.226180 -1.672522
C -1.220832 6.982421 -2.664363
O -0.473478 6.030299 -2.566144
H -0.307901 7.750286 -4.498560
H -1.835435 9.705179 -4.699710
H -3.896247 8.468165 -1.063596
H -2.369739 6.512651 -0.861205
C 0.424565 -1.037013 -7.687855
C 1.367357 -0.501759 -6.910664
C 2.211223 0.614561 -7.387752
O 3.071060 1.101026 -6.681061
C 1.968512 1.115501 -8.757904
C 1.025995 0.580012 -9.534353
C 0.182162 -0.536580 -9.057253
O -0.680196 -1.024373 -9.766144
H -0.201907 -1.855007 -7.355114
H 1.557161 -0.855886 -5.904489
H 2.594857 1.933870 -9.090601
H 0.835804 0.934216 -10.540086
C -3.375843 -2.454339 7.417053
C -3.566428 -2.360816 6.100458
C -2.574625 -1.697587 5.227708
O -2.747868 -1.609872 4.027204
C -1.363436 -1.143755 5.869500
C -1.172900 -1.237345 7.186295
C -2.164593 -1.900555 8.059403
O -1.990682 -1.988239 9.260809
H -4.091744 -2.935868 8.071387
H -4.447208 -2.761501 5.614009
H -0.647486 -0.662119 5.214664
H -0.292065 -0.836595 7.672479
C 8.222998 -5.307486 4.378429
C 7.574520 -5.648787 3.264304
C 6.097326 -5.678978 3.215645
O 5.504892 -5.992132 2.200394
C 5.367208 -5.314717 4.448820
C 6.015733 -4.973440 5.562860
C 7.492963 -4.943300 5.611500
O 8.085545 -4.630178 6.627028
H 9.304146 -5.280721 4.432106
H 8.093795 -5.917419 2.352726
H 4.285844 -5.341400 4.395317
H 5.496430 -4.704751 6.474417

Cartesian forces (eV/Å) of the 3 atoms listed first:
C 0.4 1.2 0.1
C 1.2 -0.6 -0.2
C 0.1 1.2 -0.1

For the total energy, the calculation gives -2762.0113 hartree. The calculation puts the energy above the lowest of the compared OMol25 structures with the same formula, charge and spin at 146.3 kcal/mol. Its HOMO energy is -3.8 eV. The net charge is -1.

***

Record 4
Entry from the OMol25 dataset: a molecular structure, C46H45F2N7S2W at a distorted geometry (the ωB97M-V functional and the def2-TZVPD basis).

Cartesian coordinates (Å):
W 0.215052 0.156484 -0.429570
C 2.192230 -5.266039 1.086996
C 3.464550 -4.804739 0.361243
C 4.614019 -5.732296 0.751523
C 3.252178 -4.899698 -1.156326
C 3.739029 -3.350073 0.745761
C 4.879883 -2.962340 1.463346
C 5.101781 -1.651275 1.831664
C 4.153257 -0.703008 1.473548
S 4.196825 1.007428 1.762253
C 2.718072 1.176377 0.947150
N 2.183242 0.058041 0.491585
C 3.005206 -1.059398 0.758471
C 2.804490 -2.385761 0.389872
C 2.054602 2.415402 0.592049
C 2.555267 3.693958 0.824231
C 1.919040 4.773325 0.235401
C 0.822417 4.563327 -0.595503
C 0.316440 3.284287 -0.802616
C 0.915890 2.199761 -0.173417
H 1.985206 -6.311151 0.850203
H 1.320371 -4.680422 0.790754
H 2.309689 -5.182994 2.169782
H 4.373318 -6.751315 0.448215
H 4.781837 -5.744591 1.829842
H 5.547559 -5.455512 0.258327
H 3.059842 -5.935938 -1.439056
H 4.136206 -4.561865 -1.699713
H 2.400697 -4.302770 -1.488846
H 5.618863 -3.700962 1.736111
H 5.994746 -1.374892 2.375805
H 1.925592 -2.668793 -0.163969
H 3.444696 3.844996 1.424365
H 2.293984 5.775008 0.393338
H 0.353624 5.404883 -1.089482
H -0.544310 3.159501 -1.450911
C -3.182957 -2.030946 -2.212145
C -4.342571 -1.325191 -1.976900
C -4.262208 -0.140204 -1.258872
C -3.034835 0.321195 -0.828892
N -1.896437 -0.374339 -1.049382
C -1.995793 -1.536814 -1.703109
C -2.891902 1.586482 -0.083979
C -3.890541 2.548545 0.010281
C -3.675923 3.635034 0.839367
C -2.487770 3.717827 1.552558
C -1.528443 2.744503 1.353671
N -1.721429 1.708644 0.532804
H -3.174319 -2.968794 -2.748385
H -5.298892 -1.685255 -2.331672
H -5.153889 0.425325 -1.034148
H -1.078968 -2.081064 -1.852025
H -4.809089 2.454435 -0.549413
H -4.430203 4.404474 0.934921
H -2.293101 4.535396 2.231750
H -0.571024 2.788565 1.855545
F 0.842582 -1.695120 -2.667316
C 1.315773 -0.577961 -2.005629
F 0.153738 -1.639661 0.161340
H 2.387253 -0.523598 -2.157532
S -3.801646 -4.864787 1.924774
C -3.187303 -3.303775 1.515369
N -2.268587 -3.243885 0.611420
C -1.969387 -4.530002 0.170195
C -1.002155 -4.844151 -0.790785
C -0.820593 -6.163566 -1.140002
C -1.582074 -7.179750 -0.541223
C -2.528236 -6.889567 0.417410
C -2.713729 -5.550822 0.767874
H -3.593616 -2.425324 2.001507
H -0.394298 -4.062474 -1.229522
H -0.077924 -6.425539 -1.882126
H -1.420544 -8.208173 -0.834171
H -3.107771 -7.675868 0.881211
C 0.578433 -1.954883 4.388744
N -0.411010 -0.975820 3.916886
C -1.688029 -0.851604 4.625611
C -0.215331 -0.363655 2.795080
N -0.032893 0.203209 1.800158
H 0.858123 -1.714418 5.413075
H 1.457827 -1.911318 3.750207
H 0.151620 -2.956745 4.346048
H -1.492591 -0.628598 5.673077
H -2.246631 -1.784885 4.550124
H -2.265306 -0.040094 4.189986
C 3.233603 1.793844 -2.683784
C 2.035459 2.039832 -3.559124
C 2.193542 2.868440 -4.665189
C 1.138722 3.154228 -5.510881
C -0.115726 2.632160 -5.248723
C -0.334205 1.809799 -4.150698
C -1.708416 1.265430 -3.898106
C 0.759650 1.509762 -3.332714
N 0.581064 0.596172 -2.232691
H 3.749040 2.735962 -2.495167
H 3.947117 1.129689 -3.176918
H 2.982597 1.368068 -1.717106
H 3.170487 3.294238 -4.858413
H 1.291377 3.790591 -6.371917
H -0.947102 2.865453 -5.901571
H -2.431814 1.771044 -4.534774
H -2.015812 1.417220 -2.865248
H -1.764411 0.195619 -4.110887

Cartesian forces (eV/Å) of the 3 atoms listed first:
W -1.1 0.8 1.0
C 0.0 0.0 0.0
C 0.0 0.0 0.0

For the total energy, the calculation gives -3225.9927 hartree. The calculation puts the energy above the lowest of the compared OMol25 structures with the same formula, charge and spin at 0.0 kcal/mol. Its HOMO energy is -12.9 eV. The net charge is +2.

***

Question: What is the formula in the fourth record?
Answer: C46H45F2N7S2W

***

Question: The highest net charge belongs to which entry?
Answer: C46H44Ge3NRe

***

Question: net charge of number 3 (C46H45BNO12)?
Answer: -1

***

Question: net charge of number 3 (C46H45BNO12)?
Answer: -1